Record 1
{"formula": "C38H51N13", "method": "ωB97M-V/def2-TZVPD", "gap_ha": 0.28899, "spin_multiplicity": 1, "symbols": ["C", "C", "N", "H", "H", "H", "C", "C", "N", "H", "H", "H", "C", "C", "N", "H", "H", "H", "C", "C", "N", "H", "H", "H", "C", "C", "N", "H", "H", "H", "C", "C", "N", "H", "H", "H", "C", "C", "N", "H", "H", "H", "N", "C", "C", "C", "C", "H", "H", "H", "H", "H", "N", "C", "C", "C", "C", "H", "H", "H", "H", "H", "N", "C", "C", "C", "C", "H", "H", "H", "H", "H", "N", "C", "C", "C", "C", "H", "H", "H", "H", "H", "N", "C", "C", "C", "C", "H", "H", "H", "H", "H", "N", "C", "C", "C", "C", "H", "H", "H", "H", "H"], "coordinates": [[-8.91717, 25.83053, 18.68358], [-9.38649, 26.01456, 20.06316], [-9.76851, 26.16236, 21.13752], [-8.13525, 26.53449, 18.42339], [-9.80866, 25.89039, 18.06047], [-8.54354, 24.80739, 18.63187], [-8.16081, 20.17532, 17.14278], [-8.44333, 21.40833, 16.42493], [-8.66879, 22.38974, 15.87531], [-8.22542, 20.37181, 18.21515], [-7.14704, 19.82310, 16.96246], [-8.90202, 19.41803, 16.89881], [-9.91574, 28.36897, 11.97033], [-9.18279, 27.89367, 10.78324], [-8.62799, 27.51750, 9.85037], [-10.83246, 27.78306, 11.91870], [-10.26450, 29.38960, 11.79073], [-9.29502, 28.40219, 12.85538], [-6.22834, 25.27338, 16.00132], [-6.86398, 26.22570, 15.10106], [-7.26021, 26.98503, 14.34202], [-6.58196, 24.25899, 15.83541], [-6.37253, 25.53946, 17.05006], [-5.14571, 25.34328, 15.89705], [-2.25903, 25.70281, 13.49968], [-1.57610, 26.93077, 13.88800], [-1.03572, 27.89432, 14.20141], [-1.74243, 24.85190, 13.93721], [-2.27339, 25.64764, 12.41089], [-3.30373, 25.75661, 13.80622], [-4.83039, 24.23502, 10.88489], [-5.36932, 23.90249, 12.19878], [-5.79235, 23.63802, 13.23296], [-4.20568, 23.41282, 10.53392], [-4.23012, 25.13200, 11.02859], [-5.61269, 24.36809, 10.14206], [-1.17770, 27.18283, 17.47391], [-2.62450, 27.03897, 17.25351], [-3.74287, 26.85453, 17.07472], [-1.00371, 27.79316, 18.35440], [-0.72925, 27.66300, 16.60272], [-0.70638, 26.20255, 17.49923], [-4.57219, 31.68987, 14.76847], [-5.65152, 32.40205, 14.33165], [-6.74810, 31.58122, 14.27618], [-6.30680, 30.29852, 14.71167], [-4.96564, 30.39059, 14.96753], [-3.66782, 32.06031, 14.97672], [-5.62890, 33.48046, 14.28028], [-7.76660, 31.85716, 14.06572], [-6.87626, 29.38984, 14.81392], [-4.30972, 29.65108, 15.40062], [-5.22462, 27.65272, 11.79548], [-5.19287, 27.57655, 10.44129], [-3.96359, 28.07852, 10.03391], [-3.27383, 28.47532, 11.19693], [-4.07770, 28.20197, 12.28560], [-5.98693, 27.34008, 12.37997], [-6.03458, 27.23355, 9.86399], [-3.68058, 28.22439, 9.00428], [-2.34198, 29.01776, 11.23082], [-3.86199, 28.38868, 13.32145], [-2.70860, 20.05941, 14.60802], [-4.01500, 19.84154, 14.21884], [-4.73487, 20.95840, 14.57658], [-3.84922, 21.87947, 15.13890], [-2.60569, 21.30596, 15.17400], [-1.96275, 19.39726, 14.52754], [-4.26449, 19.00843, 13.58414], [-5.79253, 21.05897, 14.39453], [-4.11432, 22.84095, 15.54755], [-1.67141, 21.63557, 15.59705], [-12.78403, 27.95278, 14.85288], [-12.34537, 29.23774, 14.63759], [-11.00484, 29.25787, 14.94616], [-10.62753, 27.95753, 15.28382], [-11.74693, 27.14790, 15.24294], [-13.69345, 27.63595, 14.57101], [-12.96025, 30.04462, 14.28037], [-10.34204, 30.10796, 14.91298], [-9.66474, 27.61767, 15.63445], [-11.86549, 26.10453, 15.47207], [-9.04371, 24.17903, 12.95648], [-9.94399, 25.20569, 12.96423], [-11.05483, 24.80670, 12.25181], [-10.74548, 23.55199, 11.67457], [-9.50580, 23.18390, 12.14490], [-8.15542, 24.34310, 13.39470], [-9.79402, 26.08331, 13.56673], [-11.93913, 25.40870, 12.11456], [-11.36305, 22.97418, 11.00785], [-8.86536, 22.33127, 11.98706], [-4.83690, 24.68045, 19.62279], [-5.99295, 24.13883, 20.09537], [-6.33456, 23.07577, 19.27959], [-5.29101, 22.95368, 18.34738], [-4.34556, 23.93480, 18.59296], [-4.41131, 25.46546, 20.08235], [-6.59843, 24.55673, 20.88392], [-7.19807, 22.43582, 19.33047], [-5.20710, 22.31587, 17.48049], [-3.43546, 24.15360, 18.06402]]}

Record 2
{"formula": "C38H51N4O2OsTe", "method": "ωB97M-V/def2-TZVPD", "gap_ha": [0.23681, 0.25335], "spin_multiplicity": 6, "symbols": ["Os", "C", "C", "C", "C", "C", "C", "C", "C", "C", "C", "H", "H", "H", "H", "H", "H", "H", "H", "H", "H", "H", "H", "H", "H", "H", "C", "C", "C", "C", "C", "C", "Te", "N", "C", "O", "C", "C", "C", "C", "C", "C", "C", "C", "C", "C", "C", "C", "C", "C", "C", "C", "H", "H", "H", "H", "H", "H", "H", "H", "H", "H", "H", "H", "H", "H", "H", "H", "H", "H", "H", "H", "H", "H", "H", "N", "C", "N", "O", "H", "H", "H", "H", "C", "C", "C", "C", "N", "H", "H", "H", "H", "H", "H", "H", "H", "H"], "coordinates": [[0.07593, -0.10277, 0.89044], [-0.80593, -2.74086, 0.39234], [-1.91138, -2.09381, -0.18558], [-2.42855, -1.17200, 0.74021], [-1.61259, -1.19750, 1.92266], [-0.57830, -2.17852, 1.68637], [0.32486, -2.75937, 2.73563], [-2.06151, -0.72448, 3.27767], [-3.60632, -0.29065, 0.48924], [-2.43805, -2.27284, -1.57284], [-0.00903, -3.84991, -0.21163], [-0.14386, -3.61397, 3.23412], [0.57009, -2.02440, 3.50300], [1.26448, -3.10498, 2.30153], [-2.79625, -1.41609, 3.70083], [-2.51985, 0.26379, 3.22247], [-1.22650, -0.66251, 3.97781], [-3.89071, 0.26923, 1.37933], [-4.46905, -0.87912, 0.16436], [-3.38879, 0.43336, -0.30436], [-3.40772, -2.77902, -1.57357], [-1.75776, -2.86121, -2.18934], [-2.57686, -1.30271, -2.05949], [-0.45335, -4.82155, 0.02745], [1.01466, -3.85510, 0.16302], [0.03607, -3.77517, -1.30026], [-6.53335, 7.65274, 2.67720], [-5.52766, 6.57041, 2.39244], [-5.19921, 5.62256, 3.35233], [-4.25995, 4.62497, 3.11383], [-3.99517, 3.62628, 4.20794], [-3.60837, 4.58418, 1.86806], [-2.13251, 3.09627, 1.48496], [-0.49147, 0.88946, -0.91059], [0.06318, 2.02335, -0.97540], [0.94671, 2.51518, -0.06306], [-0.16796, 3.03344, -2.04602], [-1.43120, 3.12976, -2.61897], [-1.67246, 4.05710, -3.62081], [-0.64862, 4.88463, -4.06417], [0.61547, 4.78620, -3.49888], [0.85493, 3.86811, -2.48623], [-0.74083, 3.78671, 2.92900], [-0.36835, 2.91878, 3.95159], [0.50858, 3.32313, 4.94732], [1.01239, 4.61519, 4.92618], [0.66041, 5.47371, 3.89637], [-0.20223, 5.07734, 2.87403], [-0.51222, 6.03444, 1.75754], [-3.95077, 5.51180, 0.87198], [-3.37362, 5.52398, -0.52332], [-4.90145, 6.49000, 1.15974], [-7.04528, 7.47745, 3.62296], [-7.28523, 7.70895, 1.88842], [-6.04803, 8.62926, 2.73552], [-5.69402, 5.65339, 4.31790], [-4.68666, 3.78074, 5.03661], [-2.97941, 3.71519, 4.59343], [-4.11301, 2.60416, 3.84380], [-2.21332, 2.47000, -2.26547], [-2.66105, 4.13703, -4.05607], [-0.83641, 5.60716, -4.84878], [1.41566, 5.42924, -3.84383], [1.83349, 3.79844, -2.02791], [-0.77037, 1.91267, 3.96585], [0.78674, 2.63562, 5.73719], [1.68871, 4.95162, 5.70247], [1.07699, 6.47475, 3.86804], [0.16103, 6.89151, 1.78883], [-1.53711, 6.40434, 1.83204], [-0.41025, 5.54413, 0.78716], [-2.59325, 4.78242, -0.66852], [-2.95279, 6.50519, -0.75434], [-4.16406, 5.33189, -1.25293], [-5.15643, 7.20911, 0.38579], [2.69567, -2.36635, -2.18395], [1.71835, -1.56933, -1.65100], [0.78341, -1.09283, -2.48969], [1.70886, -1.36091, -0.42560], [2.88443, -2.35047, -3.16937], [3.46384, -2.57522, -1.57141], [0.85135, -1.24537, -3.47833], [0.10670, -0.41582, -2.12221], [2.82913, 0.83683, 2.58026], [2.61387, 1.76715, 1.39004], [3.58958, 1.41271, 0.26270], [2.82963, 3.21381, 1.83520], [1.22162, 1.56974, 0.97376], [3.88557, 0.82086, 2.85614], [2.53745, -0.19012, 2.33276], [2.24246, 1.16742, 3.43903], [4.61645, 1.63580, 0.56626], [3.36579, 1.99948, -0.63098], [3.51495, 0.35608, 0.01258], [3.83960, 3.33099, 2.23666], [2.11226, 3.47924, 2.61206], [2.70944, 3.90531, 1.00053]]}